# 1
Computed, not measured: a 7-piece molecular cluster, C39H28Br2O16S overall, with wB97M-V/def2-TZVPD.

```
86
Properties=species:S:1:pos:R:3:forces:R:3:mulliken_charge:R:1
C 2.91843 -5.78929 4.87154 -0.1901 0.0589 -0.0141 -1.311
C 1.49486 -5.46728 4.50817 0.6944 0.1370 0.3782 0.604
Br 0.90989 -3.78811 5.14688 0.0128 -0.0115 0.0224 -0.111
C 0.68041 -6.20245 3.77709 -0.1460 -0.2294 -0.2617 0.029
Br 1.23433 -7.83888 2.99909 -0.0814 0.0275 0.0746 -0.139
O -0.56826 -5.80672 3.39075 -0.1999 -0.0661 0.0399 -0.190
S -1.88774 -6.51778 4.13753 0.1985 0.1462 0.0679 0.645
O -1.40016 -7.30884 5.23306 -0.2109 0.0933 -0.1253 -0.463
O -2.49434 -5.14101 4.90199 0.2105 -0.1805 0.0725 -0.266
O -2.13096 -3.91636 4.28852 -0.1992 0.1459 -0.2486 -0.212
H 3.07910 -5.56293 5.92880 -0.0001 -0.0083 -0.1403 0.352
H 3.59404 -5.15873 4.28076 -0.0662 -0.1442 0.1241 0.285
H 3.15239 -6.84042 4.69944 -0.0376 0.1502 -0.0586 0.428
H -2.86907 -3.71743 3.68414 -0.0091 -0.0610 -0.0149 0.329
C -0.42150 -0.24285 0.34368 -0.0447 0.0403 -0.0136 -0.532
C -1.61233 -0.71519 0.70555 0.0266 0.0333 -0.0247 -0.446
C -1.72162 -2.00538 1.42731 -0.0512 -0.0402 -0.0009 0.266
O -2.80927 -2.44014 1.76142 0.0678 -0.0668 0.1506 -0.634
C -0.47117 -2.75230 1.72647 -0.0402 0.0390 -0.0522 -0.202
C 0.71424 -2.27223 1.36084 -0.0068 -0.0204 0.0023 -0.456
C 0.82989 -0.97907 0.64461 -0.0242 0.0416 -0.0514 0.183
O 1.90961 -0.53552 0.31070 0.0406 -0.0961 0.0918 -0.541
H -0.30411 0.69364 -0.18811 0.0297 -0.0069 -0.0085 0.509
H -2.53594 -0.18781 0.49237 0.0999 -0.1354 0.0482 0.826
H -0.58272 -3.69080 2.25302 -0.0171 0.0066 0.0374 0.541
H 1.64119 -2.79279 1.56746 0.0079 0.0104 0.0005 0.522
C 4.48960 4.90537 -0.65409 -0.0330 0.0284 -0.0493 -0.236
C 3.51859 4.37228 -1.39096 0.0281 0.0082 0.0038 -0.476
C 3.01954 2.99642 -1.13578 -0.0124 0.0090 0.0257 0.276
O 2.12831 2.52021 -1.80598 -0.0116 0.0137 0.0130 -0.550
C 3.64518 2.23112 -0.02423 0.0383 -0.0025 0.0238 -0.326
C 4.61417 2.76813 0.71382 -0.0138 -0.0117 -0.0274 -0.419
C 5.10899 4.14034 0.45523 0.0284 0.0584 -0.0203 0.394
O 5.99442 4.63104 1.12809 -0.0228 -0.1592 0.0490 -0.560
H 4.86954 5.90811 -0.81072 0.0049 0.0025 0.0418 0.467
H 3.04515 4.90855 -2.20369 -0.0122 -0.0223 -0.0079 0.435
H 3.26553 1.23147 0.14656 -0.0362 0.0294 -0.0627 0.571
H 5.08633 2.23553 1.52976 0.0112 0.0146 0.0036 0.447
C -4.76400 2.73365 -1.59788 0.0290 0.0359 -0.0394 -0.400
C -5.55925 3.76874 -1.85643 0.0035 -0.0293 0.0028 -0.321
C -6.59284 4.21107 -0.88604 -0.0050 0.0080 -0.0119 0.316
O -7.31855 5.15151 -1.12275 0.0038 -0.0109 0.0021 -0.547
C -6.70510 3.45338 0.38774 0.0078 -0.0244 0.0140 -0.377
C -5.91226 2.41722 0.64661 -0.0336 0.0281 0.0059 -0.400
C -4.88233 1.97886 -0.32671 0.0162 -0.0435 0.0010 0.320
O -4.16377 1.02847 -0.09101 -0.0990 0.1131 -0.0288 -0.479
H -4.01038 2.38898 -2.29477 -0.0067 -0.0362 0.0229 0.494
H -5.49563 4.33538 -2.77703 -0.0106 0.0181 0.0080 0.460
H -7.46457 3.79426 1.07977 -0.0064 0.0180 -0.0150 0.409
H -5.97590 1.84737 1.56494 0.0205 -0.0122 -0.0070 0.441
C 1.59405 -7.11543 -1.96599 -0.0166 0.0004 -0.0286 -0.417
C 0.94723 -7.59202 -3.02598 0.0127 0.0205 0.0221 -0.326
C 0.73927 -9.05104 -3.20999 -0.0106 -0.0087 -0.0163 0.361
O 0.15108 -9.48623 -4.17573 0.0087 0.0073 0.0153 -0.543
C 1.27978 -9.95689 -2.16401 0.0160 0.0007 0.0281 -0.331
C 1.92702 -9.47969 -1.10457 -0.0101 -0.0218 -0.0242 -0.301
C 2.13564 -8.02121 -0.92170 -0.0178 0.0274 0.0283 0.402
O 2.71958 -7.58563 0.04705 0.0509 -0.0164 -0.0642 -0.521
H 1.75784 -6.05673 -1.80955 0.0117 -0.0035 0.0182 0.451
H 0.54372 -6.95184 -3.80007 -0.0084 -0.0183 -0.0114 0.409
H 1.11454 -11.01542 -2.31921 -0.0120 0.0045 -0.0192 0.405
H 2.32999 -10.12015 -0.33013 0.0087 0.0187 0.0100 0.424
C -5.88562 1.55997 -6.15847 -0.0174 -0.0020 -0.0216 -0.458
C -7.13679 1.51079 -6.60738 0.0301 0.0078 0.0080 -0.333
C -8.22553 0.91117 -5.79307 -0.0195 -0.0033 -0.0054 0.343
O -9.36430 0.86445 -6.20221 0.0187 0.0020 0.0051 -0.540
C -7.86334 0.36975 -4.45743 0.0219 0.0020 0.0219 -0.368
C -6.61200 0.41928 -4.00927 -0.0309 -0.0033 0.0008 -0.240
C -5.52594 1.01979 -4.82399 -0.0050 -0.0139 0.0349 0.428
O -4.38748 1.07168 -4.40802 0.0028 0.0399 -0.0229 -0.560
H -5.07547 1.99115 -6.73275 0.0142 -0.0078 0.0145 0.426
H -7.42490 1.89872 -7.57603 -0.0229 -0.0057 0.0044 0.408
H -8.67283 -0.06265 -3.88321 -0.0151 0.0051 -0.0175 0.423
H -6.32207 0.02892 -3.04143 0.0260 -0.0015 -0.0073 0.481
C 7.40739 8.04157 3.14956 -0.0143 -0.0342 -0.0221 -0.441
C 6.71059 7.59849 2.10497 -0.0050 0.0043 0.0595 -0.088
C 6.32855 8.51829 1.00401 -0.0321 -0.0116 -0.0353 0.451
O 5.68620 8.13297 0.04773 0.0084 -0.0099 0.0237 -0.514
C 6.75321 9.93782 1.10764 0.0237 0.0159 0.0218 -0.408
C 7.45043 10.37421 2.15243 -0.0158 0.0004 -0.0299 -0.410
C 7.83355 9.45814 3.25794 0.0109 0.0250 0.0130 0.300
O 8.46925 9.85869 4.20942 -0.0150 -0.0169 -0.0178 -0.546
H 7.69957 7.39468 3.96718 0.0081 0.0144 0.0076 0.436
H 6.39599 6.56567 2.00253 0.0430 0.1134 -0.0469 0.429
H 6.46104 10.58436 0.28984 -0.0111 -0.0210 -0.0115 0.422
H 7.77082 11.40351 2.25239 0.0108 -0.0064 0.0214 0.396
```
Positions in Å, forces in eV/Å.

The value obtained for the lowest unoccupied orbital energy is -1.8 eV.

---

# 2
Computed, not measured: C39H28BrCdN7P2S2Se2 as an isolated structure, with wB97M-V/def2-TZVPD.

```
82
Properties=species:S:1:pos:R:3:forces:R:3:mulliken_charge:R:1
Cd -0.04279 -0.69514 -0.33270 -0.3718 -0.2004 -0.2283 0.636
S -0.89939 -2.15867 1.56240 0.1205 -0.0045 -0.1294 -0.415
C -1.97652 -3.14533 0.60037 0.0259 -0.2961 0.4639 0.398
C -2.25421 -4.45645 1.14722 0.0695 0.3347 -0.1474 -0.101
N -2.45785 -5.49992 1.59235 -0.0062 0.0020 0.0385 -0.568
C -2.57291 -2.79329 -0.56718 -0.3527 -0.0398 -0.3974 0.405
S -2.37747 -1.28286 -1.41901 0.2188 -0.1622 0.0036 -0.380
C -3.48526 -3.73234 -1.18608 0.2374 0.2386 0.1445 -0.160
N -4.22788 -4.45210 -1.69478 -0.0199 -0.0041 -0.0167 -0.568
Se -1.19018 4.51698 4.93448 -0.0299 -0.0289 -0.0440 -0.449
P -1.69106 4.64822 2.88750 0.2017 0.0548 -0.0206 0.046
C -3.48558 4.79454 2.69241 -0.0148 0.0343 0.0754 0.623
C -4.17377 5.88299 3.23175 -0.0691 -0.0112 -0.0772 -0.333
C -5.55208 5.95826 3.11577 0.0351 -0.0334 -0.0019 -0.928
C -6.26077 4.92916 2.49980 0.0219 0.0138 0.0189 -0.528
C -5.58805 3.81301 2.02948 0.0062 0.0204 -0.0234 -0.424
C -4.20351 3.74677 2.13692 -0.1078 -0.0433 -0.1074 -0.793
C -0.86123 6.11804 2.19273 -0.0039 0.0278 -0.0103 0.881
C 0.48831 5.95489 1.87071 -0.0154 0.0599 -0.0183 -0.487
C 1.25375 7.04684 1.49583 -0.0400 0.0160 0.0310 -0.659
C 0.68445 8.31541 1.44986 0.0211 -0.0486 0.0465 -0.619
C -0.65518 8.47900 1.76226 0.0113 -0.0343 0.0844 -0.668
C -1.42953 7.38343 2.12666 0.0875 0.0285 0.0438 -0.104
C -1.13846 3.29921 1.83050 0.1030 -0.0153 0.0110 -0.367
C -1.27087 2.90419 0.48150 0.1628 -0.0143 0.1056 -0.468
N -0.50063 1.80140 0.34126 -0.1023 0.1112 0.1417 0.113
N 0.06907 1.54861 1.50563 -0.0199 0.1454 -0.0818 0.616
N -0.28001 2.43303 2.41290 -0.1863 -0.1322 -0.1056 -0.432
P -2.03880 3.54064 -1.02414 -0.0924 -0.0212 0.0114 0.442
Se -0.95446 3.12454 -2.78115 0.0828 0.0417 0.0283 -0.381
C -3.69370 2.80503 -1.14405 0.0071 -0.0162 0.1422 0.711
C -3.91106 1.55880 -0.56532 -0.0335 0.0845 0.0994 -1.183
C -5.11821 0.89892 -0.75960 -0.0425 0.0523 0.0072 -0.702
C -6.11623 1.49095 -1.51881 0.0433 -0.0175 0.0328 -0.627
C -5.89438 2.72736 -2.11787 0.0713 0.0568 0.0258 -0.697
C -4.68016 3.37566 -1.94840 -0.0654 -0.0856 -0.0370 -0.377
C -2.24729 5.34775 -0.81082 -0.0302 0.0507 -0.0514 0.623
C -1.13648 6.13877 -1.11812 -0.0807 0.0855 -0.0640 -0.925
C -1.24594 7.51847 -1.15719 -0.0581 -0.0899 -0.0694 -0.755
C -2.46770 8.12859 -0.89365 -0.0143 -0.0317 -0.0705 -0.544
C -3.56452 7.35632 -0.55151 0.0026 -0.0714 0.0022 -0.988
C -3.45544 5.96857 -0.50415 0.0905 -0.0386 0.0941 0.405
H -3.63049 6.65056 3.76671 -0.0386 -0.0160 0.0347 0.610
H -6.07927 6.81199 3.52470 0.0032 -0.0099 -0.0067 0.405
H -7.33907 4.98945 2.41466 0.0075 0.0062 -0.0069 0.402
H -6.12659 2.99050 1.57180 0.0346 0.0350 0.0159 0.434
H -3.68537 2.86461 1.79663 0.0470 -0.0733 -0.1001 0.735
H 0.93496 4.96866 1.92607 0.0030 0.0147 -0.0094 0.397
H 2.29853 6.90763 1.24731 -0.0088 -0.0004 -0.0084 0.405
H 1.28374 9.17048 1.15942 -0.0019 -0.0124 0.0100 0.391
H -1.11011 9.46203 1.70792 0.0079 -0.0403 -0.0012 0.432
H -2.47872 7.52384 2.34232 0.0440 0.0327 -0.0356 0.084
H -3.12952 1.07398 0.00872 -0.0402 0.0107 -0.0197 0.836
H -5.25125 -0.08882 -0.33642 0.0099 0.0297 -0.0248 0.445
H -7.05787 0.97652 -1.67138 0.0193 0.0101 0.0047 0.395
H -6.66369 3.17908 -2.73313 0.0218 -0.0102 -0.0099 0.401
H -4.48745 4.30694 -2.46536 -0.0085 0.0416 0.0194 0.490
H -0.19874 5.65647 -1.36624 -0.0159 0.0048 -0.0232 0.383
H -0.37777 8.11967 -1.39622 -0.0163 -0.0211 -0.0100 0.413
H -2.55851 9.20824 -0.94521 0.0118 -0.0303 0.0180 0.413
H -4.51444 7.82567 -0.32266 0.0132 -0.0217 -0.0038 0.390
H -4.31692 5.37603 -0.22917 -0.0486 -0.0282 -0.0119 0.472
N 1.83964 -0.06889 3.25074 -0.1132 -0.0338 0.0259 0.067
C 1.90836 -1.24629 3.95300 0.1050 0.0585 -0.0715 -0.365
C 2.67038 -2.07768 3.18556 -0.0322 0.0152 -0.1604 -0.392
N 3.04771 -1.44706 2.01878 0.0892 -0.0053 0.2558 -0.485
C 2.52178 -0.24685 2.09390 0.1551 -0.1975 0.0361 -0.403
H 1.23838 0.71590 3.44790 -0.0383 0.0369 -0.0587 0.283
H 1.40176 -1.38835 4.89183 -0.0031 0.0131 -0.0375 0.383
H 2.93303 -3.10587 3.38013 0.0016 0.0526 0.0025 0.372
H 2.60987 0.52570 1.34674 -0.0799 -0.0560 0.0115 0.497
Br 5.95704 0.33064 -3.55624 0.0003 -0.0004 0.0007 -0.276
C 4.26227 0.02890 -2.71230 -0.0129 0.0239 -0.0008 0.296
C 3.86943 -1.26682 -2.43417 -0.0466 0.0392 0.0066 -0.573
C 2.63822 -1.47008 -1.81661 -0.0228 0.0425 -0.0446 0.247
C 1.78451 -0.41735 -1.47397 0.1171 0.2461 0.2751 -1.383
C 2.23584 0.87319 -1.77883 0.0146 -0.0331 -0.1163 0.753
C 3.46327 1.11244 -2.39673 -0.0881 -0.0798 0.0312 -0.669
H 4.51426 -2.10056 -2.68030 -0.0018 0.0024 -0.0069 0.360
H 2.35085 -2.49196 -1.59715 0.0150 -0.0235 0.0461 0.356
H 1.60609 1.72877 -1.55027 0.0344 -0.0265 0.0217 0.337
H 3.78477 2.12058 -2.62716 -0.0007 -0.0146 0.0023 0.394
```
Positions in Å, forces in eV/Å.

The relative energy (zero: lowest compared OMol25 entry of this formula, charge and spin) comes out at 0.0 kJ/mol. The value obtained for the lowest unoccupied orbital energy is 3.5 eV. Its net charge is -2.

---

| no. | frontier orbital gap (eV) |
| --- | --- |
| 1 | 7.408 |
| 2 | 5.683 |